11 unconnected molecules or ions with the total composition C29H36Cl31N4O. Source: the OMol25 dataset; level of theory: ωB97M-V/def2-TZVPD.

Properties
Electronic energy ... -426831.410 eV
Multiplicity ... 1
Highest occupied orbital energy ... -11.4 eV
LUMO energy ... -4.18 eV
Charge ... +1
Kohn-Sham gap ... 7.25 eV

```
101
Properties=species:S:1:pos:R:3:forces:R:3
Cl 1.53272 3.94318 2.70049 -0.386 -1.604 1.808
Cl -4.14677 -9.19919 -5.66358 -0.128 0.234 0.098
Cl -3.85798 9.32107 -0.48108 -0.132 -0.174 0.028
Cl 0.51644 -9.49843 3.75027 0.207 0.006 -0.018
Cl -3.29279 -6.55457 2.73606 0.018 -0.108 -0.127
Cl -0.97497 2.16746 -4.45361 -0.067 -0.099 -0.408
Cl 6.28566 -2.73174 0.05190 -0.114 0.128 -0.210
Cl -6.79421 -8.23110 -4.93016 0.096 0.059 -0.007
Cl -2.57416 6.81226 0.25492 -1.729 1.941 -1.332
Cl -3.96670 4.13783 1.43987 3.750 0.500 -1.523
Cl 2.98007 -8.30053 2.76052 0.046 -0.356 0.271
Cl -4.26729 6.94236 -2.11152 -0.040 0.041 0.317
Cl -6.84120 -9.84969 -0.22970 0.139 0.138 -0.198
Cl -4.81629 -6.38568 -6.00995 -0.042 -0.158 0.175
Cl 4.57006 2.66035 0.12459 0.764 0.094 0.340
Cl 2.60858 -8.71574 5.61949 -0.022 -0.096 -0.188
Cl 3.95410 -2.68448 -1.69330 0.867 -0.227 -0.482
Cl -0.44519 2.09776 3.78028 0.160 0.055 -0.003
Cl 1.27024 2.70002 -6.23108 -0.236 -0.098 0.071
Cl -5.05832 -10.66668 -2.38329 -0.151 0.295 0.107
Cl -7.13717 7.11299 0.61052 -0.327 -0.111 0.127
Cl -1.43044 -7.61542 0.76378 -0.374 -0.066 0.045
Cl -4.79645 -8.01727 -1.20174 -0.134 0.068 -0.352
Cl -2.88795 -9.43053 2.51451 -0.053 0.172 -0.144
Cl 2.20225 1.12967 3.04686 -0.025 0.212 0.138
Cl 5.19693 -0.18707 -0.85547 0.093 -0.467 -0.057
Cl 6.17258 5.01651 -0.47913 0.034 -0.230 -0.059
Cl -8.78376 7.53733 2.97542 0.316 -0.185 -0.145
Cl 6.39852 2.63631 -2.14263 -0.036 0.282 0.266
Cl 0.28169 -0.02076 -5.90830 -0.116 0.306 0.015
Cl -5.88031 7.51675 3.20685 -0.059 -0.121 -0.132
O -2.59722 4.72052 -3.47975 1.182 -7.914 9.465
N 0.12072 5.41856 0.74609 -2.855 -0.911 -0.555
N 1.00591 7.72884 1.49064 5.398 -2.739 0.562
N -1.47202 3.95681 -0.36921 2.205 3.388 3.678
N -2.05774 3.09526 -1.32429 -1.721 3.717 -4.793
C 0.70522 -5.54702 2.91905 0.100 0.328 -0.912
C 5.47978 -1.88417 -1.27920 0.132 -0.168 -0.092
C -1.11016 5.48327 1.62289 -0.721 -4.540 -3.632
C 4.04982 6.43917 1.79202 -4.157 2.674 -0.147
C 1.09464 4.24561 -1.61988 0.360 0.583 0.308
C 1.14526 1.48412 -1.79291 -0.377 0.690 0.592
C -2.43741 3.88491 -2.41688 0.855 4.649 -4.117
C 0.87706 -2.18769 -0.48085 0.864 0.064 0.430
C 2.26406 -9.34550 3.99950 0.061 -0.121 0.021
C -2.95023 -7.89618 1.63045 -0.047 -0.064 0.025
C 1.27890 2.49718 3.69262 -0.198 -0.292 0.281
C -7.27827 6.83831 2.35531 -0.227 -0.014 0.249
C 1.57364 -3.35159 0.47725 -0.688 -0.975 -0.022
C 2.75886 5.52473 1.27297 0.940 5.103 0.522
C 2.18479 8.53380 1.95949 1.195 -2.353 -0.230
C 0.86582 0.55539 -0.43091 0.398 -0.490 -0.273
C 1.31578 6.29204 1.18510 3.337 0.863 0.112
C -0.03826 4.52015 -0.46061 -2.129 1.281 2.577
C -0.16208 1.69403 -5.95520 0.167 -0.178 -0.327
C 1.96988 2.87307 -1.38773 -0.512 -0.638 -0.144
C -2.21135 4.49432 0.86943 5.027 0.975 1.234
C 1.37072 -5.92753 1.44796 -0.725 0.608 0.341
C -4.01035 7.55576 -0.46915 -0.110 0.884 -0.327
C -5.92553 -9.30832 -1.64678 -0.271 -0.401 0.008
C -5.07012 -7.83168 -5.01782 0.226 -0.039 -0.018
C 1.82089 -0.81530 -0.41183 -1.189 -0.343 -0.547
C 3.73066 8.03520 2.17076 -3.370 -3.456 -1.782
C 6.12072 3.24550 -0.50209 0.394 -0.064 -0.096
C 0.78609 -4.82006 0.35992 1.320 -0.259 -0.254
H 0.85435 -2.53099 -1.60361 -0.096 0.454 2.165
H -3.75907 -7.95358 0.89756 0.387 -0.018 0.462
H -1.24296 6.12496 2.59313 0.557 -1.524 -2.258
H -4.71327 -7.62222 -4.00617 -0.111 -0.066 -0.339
H -0.23708 -1.95189 -0.13863 2.439 -0.603 -0.628
H 2.70874 -3.54541 0.17220 -2.704 0.548 0.863
H 5.14886 6.02600 1.90034 -2.693 0.763 -0.277
H 2.71240 -10.33860 3.91353 -0.165 0.353 0.041
H 0.58581 -6.48315 3.62357 0.373 2.055 -1.354
H 1.10756 1.12119 0.56558 -0.549 -0.675 -2.058
H -0.35948 -5.07568 2.69064 2.142 -1.110 0.687
H 1.87267 5.14586 -1.53675 -1.964 -1.719 -0.019
H -6.63073 -8.91104 -2.38131 0.277 -0.110 0.267
H -4.87930 7.28919 0.13790 0.507 0.057 -0.199
H 1.74547 0.86286 -2.61141 -1.362 1.383 1.813
H 2.24107 2.79546 -0.25125 -0.686 0.300 -2.323
H 2.46919 -0.88511 0.56192 -1.155 0.320 -1.888
H 1.53467 -3.03602 1.60725 0.107 -0.317 -2.180
H 2.51757 -0.86005 -1.37076 -1.628 0.575 2.394
H 4.53843 8.79417 2.55121 -1.752 -1.767 -0.863
H -0.27578 0.25790 -0.38016 2.343 0.519 -0.190
H 6.13405 -1.91623 -2.15416 -0.225 0.015 0.310
H 2.97371 4.39765 1.03669 -0.568 2.918 0.015
H 2.96505 2.95249 -2.01382 -2.133 0.078 1.274
H 1.97048 9.67933 2.22130 0.251 -2.943 -0.752
H -0.36934 -4.70554 0.50768 2.189 -0.200 -0.442
H 1.05951 -5.23961 -0.70747 -0.920 0.864 1.902
H 2.55221 -5.83712 1.49356 -2.493 -0.289 -0.152
H -0.85594 1.84762 -6.78563 0.219 -0.033 0.317
H 0.61345 4.29617 -2.70520 0.781 -0.197 2.464
H 0.12024 1.86113 -2.26461 2.344 -1.192 1.121
H 1.63575 2.70664 4.70427 -0.119 -0.068 -0.341
H 1.05232 -7.04133 1.17169 0.886 2.633 0.406
H 1.37556 -4.69894 3.37469 -1.391 -1.777 -0.494
H 6.91756 2.86922 0.14453 -0.269 0.119 -0.216
H -7.30012 5.76017 2.53355 0.001 0.376 -0.079
```
Forces are in eV/Å.

14 unconnected molecules or ions with the total composition C3H31NO15. Source: the OMol25 dataset; level of theory: ωB97M-V/def2-TZVPD.

Properties
Electronic energy ... -35813.881 eV
Multiplicity ... 1
Highest occupied orbital energy ... -10.6 eV
LUMO energy ... -0.13 eV
Energy relative to the best compared isomer or geometry (same formula, charge and spin) ... 83.8 kcal per mole
Charge ... 0
Kohn-Sham gap ... 10.49 eV

```
50
Properties=species:S:1:pos:R:3:forces:R:3
O 3.84114 1.02715 1.96861 3.272 -0.404 -6.407
O 1.31835 -0.09638 0.50218 -0.908 -0.388 -1.091
O 2.79426 -1.45632 2.23575 1.116 -1.839 0.454
O 3.86634 -0.00473 -1.97249 -1.422 1.029 1.539
O -2.08607 -3.15435 -0.97651 -2.250 -1.681 1.478
O 1.14948 -3.43419 0.98042 0.949 -1.239 -0.435
O -2.39168 -0.18789 3.72843 2.623 -3.217 -0.745
O 0.01106 -2.93146 -2.60125 2.861 0.436 0.578
O -4.15002 1.57346 0.18606 0.648 -0.064 -2.230
O 1.34262 1.06953 -3.69022 1.259 2.648 1.612
O -0.39595 1.64572 3.74359 -1.138 0.681 -2.049
O -2.38961 1.52960 -2.22472 -3.395 -2.442 2.601
O -0.36135 -0.11918 -2.36156 0.603 -0.434 2.640
O 0.18140 2.70526 -1.81832 0.250 -0.407 0.447
O -2.24551 -1.81020 1.62955 0.614 -1.962 0.155
N -0.71729 0.71730 0.29738 0.801 1.884 0.383
C -0.09664 2.06312 0.58063 1.402 -0.656 -0.268
C 0.13327 -0.32159 0.14217 2.573 0.496 0.955
C 0.20654 2.94486 -0.63326 -0.775 -0.801 0.327
H -1.97452 0.65312 -2.12216 0.501 0.895 -0.576
H -1.91037 2.10046 -2.73372 2.267 1.809 -1.999
H -0.03118 -1.96609 -2.68426 -0.894 0.118 -0.003
H -0.77592 2.55593 1.26174 -0.025 0.480 0.122
H 0.50496 3.92196 -0.31598 0.343 1.148 0.422
H -1.72705 -1.77433 0.78812 -0.775 -0.590 0.792
H -3.95456 1.36812 -0.77736 -0.258 1.322 0.959
H -4.02015 0.68583 0.46981 -0.218 -1.301 1.291
H 2.28300 0.84127 -3.88180 -0.952 0.598 0.263
H 0.39126 0.43649 -2.01375 -1.367 -0.888 -0.735
H 3.16777 1.25871 2.47317 -4.670 1.455 4.505
H 2.10495 -3.63065 1.12432 -1.031 -0.057 -0.145
H 0.06398 -1.33820 -0.33628 -1.573 0.976 0.522
H -3.08409 0.35144 3.46348 -2.137 1.481 -0.864
H 0.33876 1.74146 4.29797 1.152 -0.228 1.559
H 3.36692 1.20482 1.07835 1.551 -0.592 1.752
H -2.17524 -2.76384 1.97394 -0.044 2.062 -1.067
H -2.88707 -3.76688 -0.63096 3.397 1.860 -1.137
H -2.21735 -0.87674 2.94283 -0.598 2.070 1.832
H 2.80923 -1.09118 1.35089 -0.637 0.619 0.345
H -0.26702 0.01183 -3.27235 0.321 0.377 -2.372
H 0.96268 2.10829 1.10078 -2.256 -0.748 -0.670
H 3.03212 0.54959 -1.85554 1.551 -1.173 -0.233
H 2.09769 -1.12254 2.78730 -0.455 0.654 -0.267
H -1.04245 0.96776 3.98710 0.117 -0.432 0.354
H 0.99158 -2.93406 -2.36436 -1.627 -0.780 -0.429
H -1.72359 0.89288 0.29132 0.243 -1.267 -0.568
H 1.28248 1.91226 -3.02655 0.470 -2.707 -2.596
H 1.14427 -2.54398 1.28950 -0.058 1.183 0.525
H 4.13217 -0.16224 -1.03078 -0.174 0.081 -1.235
H -1.19689 -3.57900 -0.88990 -1.246 -0.066 -0.290
```
Forces are in eV/Å.

C2H5N3S2 in the gas phase. Source: the OMol25 dataset; level of theory: ωB97M-V/def2-TZVPD.

Properties
Electronic energy ... -28292.609 eV
Multiplicity ... 1
Highest occupied orbital energy ... -8.9 eV
LUMO energy ... 0.42 eV
Energy relative to the best compared isomer or geometry (same formula, charge and spin) ... 93.6 kcal per mole
Charge ... 0
Kohn-Sham gap ... 9.28 eV

```
12
Properties=species:S:1:pos:R:3:forces:R:3
S -0.32888 -0.98871 -0.39010 1.140 -0.629 1.737
S -3.48671 -0.05865 -0.24131 1.711 -0.328 -0.584
N -2.25917 0.44705 0.88038 0.005 -0.187 -0.436
N 2.07713 0.06797 0.32729 1.419 3.855 -2.910
N 1.55148 0.96094 -0.66390 3.066 1.940 -0.889
C -1.03263 0.11976 0.85532 -1.340 -0.671 -2.081
C 1.40224 -0.90866 0.50642 -4.198 -3.949 -0.135
H -0.28628 0.54512 1.48464 0.106 0.352 0.821
H 2.43049 1.50236 -0.97796 -2.110 -0.939 0.614
H 1.05514 0.59760 -1.53728 0.995 -0.152 2.012
H -2.79725 -0.56674 -1.41447 -0.611 0.665 1.750
H 1.67444 -1.71803 1.17097 -0.184 0.043 0.104
```
Forces are in eV/Å.

2 unconnected molecules or ions with the total composition C3H12N2OSi. Source: the OMol25 dataset; level of theory: ωB97M-V/def2-TZVPD.

Properties
Electronic energy ... -16208.856 eV
Multiplicity ... 1
Highest occupied orbital energy ... -9.2 eV
LUMO energy ... -0.17 eV
Energy relative to the best compared isomer or geometry (same formula, charge and spin) ... 12.2 kcal per mole
Charge ... 0
Kohn-Sham gap ... 9.01 eV

```
19
Properties=species:S:1:pos:R:3:forces:R:3
Si -0.63001 0.01315 -0.35942 0.605 -1.711 0.304
O 3.92065 -0.16153 2.49017 -0.008 0.615 -0.099
N 3.38517 0.60457 1.74034 -0.309 -0.782 -0.288
N 0.77429 0.64768 -1.22917 -0.782 -0.133 0.615
C -0.85115 -1.85654 -0.98100 0.416 0.996 -0.021
C -2.16050 1.01772 -0.81628 0.856 -3.968 -3.910
C -0.09970 -0.07300 1.49063 -2.256 1.352 0.699
H 0.34453 0.88925 1.68180 1.050 0.403 -0.269
H -2.11102 1.28233 -1.93725 0.050 -0.303 1.589
H -3.01215 0.31536 -0.75610 0.258 0.243 0.089
H 0.03542 -2.44094 -0.57743 -0.958 0.619 -0.714
H 1.44657 0.00815 -1.60986 0.271 -0.366 0.172
H -1.78542 -2.36594 -0.61444 0.843 0.533 -0.639
H 3.69777 1.59087 1.90730 0.334 0.136 0.378
H 0.62031 -0.87175 1.63580 -0.075 -0.032 0.325
H -0.78809 -1.73561 -2.12277 -0.259 -0.727 1.608
H -2.39790 1.83004 -0.30760 -0.837 3.780 2.431
H -0.89044 0.06525 2.34470 0.960 -1.299 -1.685
H 0.50167 1.24094 -1.97943 -0.158 0.644 -0.585
```
Forces are in eV/Å.